# 1
40
Properties=species:S:1:pos:R:3:forces:R:3 method="wB97M-V/def2-TZVPD" smiles=CNC[C@@H](N)CS.O.O.O.O.O.O.O total_energy_ev=-32716.995 homo_energy_ev=-9.41 homo_lumo_gap_ev=9.77 mol_weight_da=246.3 spin_multiplicity=1 de_lowest_ev=1.359
H -2.14298 2.08208 1.00096 0.239 0.333 0.093
H -0.67251 1.36242 -3.34975 0.473 0.123 0.097
H 2.88403 0.36682 1.09304 0.065 -0.099 -0.077
H 0.73412 0.17776 -0.92725 0.097 -0.080 0.284
H 0.12553 2.39382 -1.06847 -0.226 -0.595 0.040
H 3.19729 -2.72400 0.84009 -0.046 0.026 0.101
C 0.49639 -1.41138 -2.12125 1.540 -0.537 0.924
H -0.34157 0.30577 1.39664 -0.235 -0.440 -0.618
H -3.41330 -0.20295 1.11526 1.194 0.644 -0.144
S -2.55325 0.35030 3.29322 0.633 0.669 -0.812
H -2.17279 1.62695 2.97457 -0.280 -0.604 0.417
H 0.13093 -0.65704 -2.79636 0.025 -0.251 -1.110
H 0.10685 -2.42983 -2.32886 -1.125 0.828 0.896
C -2.37680 -0.26273 1.55845 -2.132 -1.984 0.785
H 1.54028 -1.73472 -2.29183 -0.004 1.230 -0.082
H 3.30946 -1.80631 2.06877 -0.166 0.070 -0.002
H 2.93053 0.11959 3.07632 -0.728 -0.183 -0.118
H -0.54721 2.86964 -3.08425 0.382 -0.223 0.247
O 2.51144 -0.71602 3.36813 0.437 -0.477 0.700
H 0.89690 -2.72679 0.83671 -0.200 0.496 0.741
H -2.33672 -1.39300 1.64945 0.590 1.187 0.193
N -1.47392 1.69426 0.34623 0.239 0.195 -0.082
H -3.49957 0.47093 -2.38250 -0.281 -0.061 0.159
C -1.23244 0.28695 0.73407 -1.127 0.049 0.383
O 3.57796 -1.89151 1.14095 0.279 -0.015 -0.297
O -3.18365 1.36951 -2.25602 -0.314 -0.375 -0.021
H 0.98189 -3.64303 2.20937 -0.251 0.836 0.043
O 3.35479 1.05831 1.58085 0.779 -0.026 -0.278
H 4.28778 0.79586 1.44639 -0.615 0.248 0.039
H 1.55961 -0.68917 3.25986 -0.019 0.462 -0.067
H 0.96296 3.47084 -1.49639 0.669 0.072 -0.431
O 1.09082 -3.56652 1.26292 0.415 -1.158 -0.929
H -1.52280 -0.12932 -1.36417 -0.205 0.233 0.282
N 0.37204 -0.75810 -0.76035 -0.705 -2.163 -0.999
C -1.07877 -0.62045 -0.48309 1.134 0.826 -1.117
H -1.93830 1.80849 -0.55029 -0.214 -0.623 -0.126
H -1.60249 -1.59418 -0.50648 0.605 0.235 0.822
O -1.01268 2.21868 -3.61077 -1.135 -0.222 -1.295
H -2.67683 1.54079 -3.06205 0.234 0.586 0.002
O 0.72697 2.58725 -1.81215 -0.023 0.768 1.357

=====

# 2
43
Properties=species:S:1:pos:R:3:forces:R:3 method="wB97M-V/def2-TZVPD" total_energy_ev=-28037.095 homo_energy_ev=-12.67 homo_lumo_gap_ev=10.15 mol_weight_da=263.3 charge=+1 spin_multiplicity=1 de_lowest_ev=1.322
C -0.48637 1.08738 -0.99601 1.963 0.864 -0.280
H -0.17397 1.65231 -1.86084 -0.602 0.288 -0.436
O 2.31275 -2.57743 -0.74247 0.212 0.564 0.113
H 0.22046 2.69728 0.23006 0.294 -0.504 0.036
H -3.00843 -0.86898 -2.18392 0.513 0.185 -0.304
H -4.07797 -0.09739 0.69850 0.211 -0.088 0.116
H -0.96632 -2.63816 -1.52316 0.102 0.004 0.511
H 1.24413 0.08756 -1.69811 0.254 0.071 0.123
H 4.09704 0.40220 0.64023 -0.132 -0.129 -0.187
H 2.09254 -3.05318 1.53589 0.130 0.181 -0.195
H -3.49817 2.81992 1.20107 -0.011 0.248 0.109
H 3.42195 -0.87879 -1.31196 0.413 0.192 -0.301
H 2.64434 2.13216 1.26248 -0.153 -0.083 -0.051
H -0.40671 -1.40094 0.37985 -0.426 0.473 0.060
O -2.19809 -3.40139 0.26731 0.096 0.359 -0.126
O 3.75570 0.01553 -1.51518 -0.160 -0.035 0.459
O 1.90496 2.76709 1.25119 0.202 0.209 -0.004
H -2.91655 -3.97578 -0.01516 0.119 -0.186 0.074
H 4.67660 -0.05771 -1.78170 -0.040 -0.276 -0.163
H -1.44652 2.63523 0.26502 0.002 0.096 -1.075
H 1.13145 0.79149 2.68349 0.065 -0.066 -0.068
C 1.48458 -2.09709 -0.00696 -0.520 -1.088 -0.634
N -0.58416 2.07236 0.11533 -1.441 -0.316 1.494
C 0.71443 0.15070 -0.74697 -0.894 -0.496 -0.477
H -4.03088 0.19026 -2.05496 0.067 0.411 -0.279
O 1.40985 -2.40549 1.29539 -0.118 0.151 0.381
N -0.39244 -1.81506 -1.62624 -0.081 -0.003 -1.089
O 3.44640 0.37340 1.35599 0.002 0.170 0.317
H 0.13337 -0.37775 2.43839 0.250 -0.073 0.222
H 2.30651 3.63464 1.37059 -0.007 -0.008 0.036
H 1.40950 0.52220 -0.00088 -0.068 0.051 0.077
O -3.10491 0.08767 -2.31823 -0.731 -0.660 0.444
H -1.40657 0.57387 -1.18758 -0.432 -0.004 0.065
O -3.19634 3.38055 0.47039 0.220 -0.788 -0.141
O 0.22179 0.58028 2.45573 -0.485 0.014 -0.154
H -1.38757 -3.92263 0.25142 -0.243 -0.229 0.106
C 0.25694 -1.28586 -0.47264 0.859 -0.198 1.021
H 0.24900 -1.96847 -2.39797 -0.002 0.124 0.083
H -0.67176 1.49930 0.96738 0.957 0.133 0.381
H -3.33701 2.78651 -0.28377 -0.249 0.342 -0.040
H -2.59659 -0.45932 0.45575 -0.499 0.130 0.257
H 3.93108 0.20360 2.17338 0.067 0.004 -0.155
O -3.17806 0.13794 0.95987 0.297 -0.034 -0.325

=====

# 3
44
Properties=species:S:1:pos:R:3:forces:R:3 method="wB97M-V/def2-TZVPD" total_energy_ev=-30092.606 homo_energy_ev=-6.09 homo_lumo_gap_ev=8.80 mol_weight_da=279.3 charge=-1 spin_multiplicity=1 de_lowest_ev=0.000
H 0.20701 1.74960 -2.70112 0.584 -0.052 0.228
O 1.53694 -0.11578 0.62429 -0.534 -0.100 0.194
H -2.65736 1.33080 -2.43885 -0.059 -0.024 0.936
O -2.43853 3.33173 -0.74664 -0.046 -0.074 0.343
H 0.11810 -0.91317 -2.21145 0.443 0.347 -0.146
H -1.15435 0.96425 -0.17973 0.766 -0.017 -0.542
H 3.79836 -1.48047 -1.26876 -0.141 0.130 0.118
H 2.89231 -1.53514 -2.48548 -0.106 0.172 0.108
H 3.14001 0.74915 1.19959 0.245 0.072 -0.165
N -0.75347 2.02532 -2.77178 -0.602 0.305 -0.121
H -0.91515 2.88653 -2.26416 0.183 -0.165 -0.166
H -1.59161 2.63787 2.09928 0.136 -0.013 -0.049
H 1.63805 -4.09441 1.19054 0.276 0.741 0.120
O 1.26412 -4.18436 2.06505 -0.484 -1.288 0.489
H -1.58691 0.21335 -3.10050 -0.033 -0.234 0.123
N -0.27842 -1.91455 -0.47594 -0.166 -0.763 0.452
H -1.57036 2.98965 -0.48709 -0.029 0.231 0.222
O 3.10394 -2.00866 -1.67514 0.168 -0.376 -0.128
H 2.04919 3.42571 0.92670 -0.037 0.259 -0.007
H -3.73221 -2.80202 -0.83448 0.324 0.118 -0.138
O -2.23675 -0.50278 2.21296 0.260 0.194 0.119
H 0.78774 -0.77744 1.78136 0.086 -0.024 -0.334
H -2.72571 -1.06870 1.60960 0.053 -0.133 -0.007
H -1.29249 -0.83057 2.26809 -0.515 -0.233 0.016
O 1.89052 0.77432 -1.36826 -0.201 0.169 -0.125
C -0.00128 -0.65105 -1.16304 -0.519 -0.307 0.980
H -1.53837 1.12487 1.85193 0.102 0.254 -0.096
H 3.60338 1.12709 -0.12806 -0.002 0.267 -0.055
H -2.99561 2.59157 -0.47774 -0.141 0.173 -0.064
H -2.45055 -3.14931 -0.02443 0.237 0.120 -0.469
H -0.80528 -1.77391 0.38014 0.166 0.336 -0.080
O 2.87891 3.83046 1.21280 -0.119 -0.414 0.078
C 1.21624 0.07366 -0.58746 1.292 -0.024 -0.550
O 0.28686 -1.27245 2.50659 -0.016 -0.022 0.521
H 0.57595 -2.36816 -0.14580 -0.127 0.282 -0.400
O 3.91004 1.20044 0.79338 -0.176 -0.264 0.082
C -1.63899 0.96221 -2.29658 0.785 -0.191 -1.972
O -3.39767 -3.30213 -0.08826 -0.415 -0.171 0.507
H 0.45096 -0.77890 3.31727 0.067 0.004 -0.008
C -1.21544 0.26213 -1.02505 -1.720 0.470 1.013
H -2.08046 -0.30026 -0.63823 0.087 -0.542 -0.509
H 1.34541 -3.41718 2.63447 0.151 0.570 -0.731
O -1.06802 1.96499 1.64776 -0.338 0.040 0.360
H 3.43093 3.02568 1.26222 0.112 0.176 -0.147

=====

# 4
43
Properties=species:S:1:pos:R:3:forces:R:3 method="wB97M-V/def2-TZVPD" smiles="C[C@H](N)CNC(N)=O.O.O.O.O.O.O.O.O" total_energy_ev=-27485.424 homo_energy_ev=-9.64 homo_lumo_gap_ev=9.92 mol_weight_da=261.3 spin_multiplicity=1 de_lowest_ev=0.898
H 2.10450 1.49729 -0.25308 0.404 -0.268 0.000
C 0.75599 0.25132 -1.25778 0.804 -0.673 0.603
H -1.80441 0.35959 -1.01097 -0.092 0.117 0.072
N -3.59315 -0.63253 0.27596 -0.911 -0.745 0.701
H 1.54788 -1.12033 -2.93083 -0.929 -0.177 0.383
H -2.77662 2.34725 -1.68789 -0.161 -0.533 -0.024
H -4.01748 0.00106 -0.38078 0.687 0.301 -0.175
C -2.31584 -1.07996 0.30488 0.571 0.313 -0.549
O -1.82410 3.50910 -1.03864 -0.042 0.421 0.083
H -3.09151 1.37100 -2.87636 -0.115 0.035 0.002
H -0.99007 -3.70516 0.69457 -0.863 0.548 -0.202
H 1.75467 0.54645 -3.17859 0.347 0.188 0.343
O -0.25453 0.68335 2.26636 0.136 -0.134 0.109
H -1.45086 1.64661 1.65431 0.180 0.130 0.210
H -0.77277 -0.11812 2.10912 0.221 -0.148 0.001
H -1.81574 3.24122 -0.08487 0.092 -0.321 -0.331
H -1.76046 -4.03623 -0.66883 -0.352 0.534 0.523
N -1.40351 -0.27873 -0.33106 0.144 -0.663 -0.221
N 1.51557 0.69969 -0.05870 -1.269 -0.012 -0.290
H -1.89331 3.08118 2.02779 -0.034 -0.188 0.178
C -0.12976 -0.89240 -0.72543 -0.837 0.943 -0.815
O 2.46122 0.10434 3.05604 0.603 -1.265 0.091
O 3.19588 -2.15419 0.05181 -0.081 -0.729 0.381
O -1.94989 -2.10220 0.88765 -0.701 0.830 0.701
O 4.16146 0.64370 0.91987 0.336 0.429 0.123
O -2.04966 2.37374 1.39352 -0.460 0.764 -0.285
O -3.14002 1.44413 -1.91859 0.026 0.182 -0.162
H 3.95382 -0.29564 0.87585 0.075 -0.156 0.038
H 0.21862 1.12598 -1.62739 -0.587 -0.308 0.144
H 2.48642 -2.71021 0.40690 -0.299 0.374 -0.119
H 0.30300 0.80663 1.46353 -0.159 -0.136 -0.357
H -0.26288 -1.67625 -1.47630 -0.121 0.069 -0.024
C 1.70171 -0.19357 -2.37364 0.934 -0.246 -0.637
H 0.30614 -1.38184 0.14116 0.187 0.096 0.067
H 2.81952 0.89079 3.46437 -0.742 0.459 -0.087
O -1.00513 -4.20935 -0.11472 1.531 -1.755 -0.691
H 3.92821 -2.77403 0.16788 0.343 0.362 -0.218
H -0.95720 3.31790 -1.40571 0.125 0.067 0.205
H 3.78781 0.90628 1.77637 0.217 -0.375 -0.446
H 2.06780 -0.11218 0.17863 0.607 0.400 0.112
H 1.73713 0.22316 2.42613 0.093 0.799 0.740
H -4.23584 -1.20200 0.80087 0.023 -0.025 -0.026
H 2.68742 -0.39685 -1.94341 0.071 0.495 -0.153

=====

# 5
43
Properties=species:S:1:pos:R:3:forces:R:3 method="wB97M-V/def2-TZVPD" total_energy_ev=-27474.634 homo_energy_ev="-12.96 / -12.92" homo_lumo_gap_ev="9.79 / 4.71" mol_weight_da=261.3 charge=+1 spin_multiplicity=2 de_lowest_ev=0.601
O -0.98205 1.58261 1.48058 0.965 0.537 -0.361
H -1.71433 1.28851 2.01006 -0.483 0.236 0.694
H -0.32689 -2.00522 3.39482 1.017 0.386 0.287
H 1.89677 -0.88902 0.47260 -1.087 0.153 -1.055
H -3.57243 1.99511 -0.72687 -1.040 0.014 -0.767
H -0.06072 -2.47613 -1.93578 -1.553 1.711 0.096
O -1.08202 2.28972 -2.99746 1.422 -1.982 3.146
H 2.82186 -0.15021 -2.86177 0.568 0.470 0.653
H -1.35433 2.06848 -3.83469 -0.965 0.639 -3.038
C 0.49586 0.29609 -0.89152 1.475 -4.124 -1.734
O -2.96008 -0.16685 2.33094 0.002 1.130 0.390
O -2.66683 2.27283 -0.83247 0.547 -0.678 4.188
N -0.76645 -1.18732 -3.39185 -3.921 -0.037 0.210
H 1.13484 -0.09074 -1.83747 -1.911 1.306 1.414
H -1.67242 -2.43296 2.96577 0.366 0.039 -0.547
H 1.91296 -1.17209 3.99620 0.233 -0.112 0.398
H -3.32406 -0.91366 1.88545 -0.522 -0.764 -0.485
O 1.50222 -1.22691 3.13459 0.746 0.469 -0.495
H -1.68586 -1.28332 -3.92226 1.906 -0.335 0.087
H -2.47256 2.16556 0.20533 0.369 0.657 -3.204
H 1.68045 -2.50080 1.76046 -0.502 -0.300 -0.429
O 3.34474 0.49347 -2.34581 0.204 -0.189 -1.812
H -1.74604 0.00566 -0.99534 0.282 0.175 0.436
C -0.82913 -0.58707 -0.88709 1.950 -0.148 -0.524
H -0.40666 -0.27989 -3.53049 1.399 1.328 -0.329
N 1.56743 2.31203 0.72938 1.971 0.420 1.123
H -0.95662 3.18528 -2.74465 -0.281 1.161 -0.576
H -0.31188 2.04697 2.02407 -0.780 -0.473 -0.198
H 3.07198 0.46944 -1.44458 -0.398 -0.288 1.038
H -1.90280 -2.15339 -1.95943 0.963 0.129 -0.330
O -0.83366 -2.09134 2.59635 -1.844 -0.552 -0.047
H 2.02317 -0.54575 2.61242 -0.396 -0.251 0.686
H -0.79226 -1.30168 -0.06599 -0.363 0.485 0.511
H 0.20907 1.30553 -1.01568 0.213 0.868 0.014
C 1.98443 1.01391 0.96693 -1.205 1.887 0.518
H 2.79200 -3.12452 1.01325 -0.348 -0.191 -0.536
C -0.93499 -1.59789 -2.07190 0.810 -2.562 0.651
N 1.49370 0.02109 0.16688 0.004 0.999 0.861
O 1.85885 -2.88468 0.86518 0.813 0.543 0.982
H 2.05424 3.06617 1.22425 -0.120 -0.970 -0.130
H 0.81580 2.64444 0.21375 -1.283 0.002 -1.266
H -2.01190 -0.30528 2.29361 0.449 -0.816 0.162
O 2.70658 0.84380 1.95023 0.327 -0.975 -0.684

=====

Copy entry 5 word for word.
43
Properties=species:S:1:pos:R:3:forces:R:3 method="wB97M-V/def2-TZVPD" total_energy_ev=-27474.634 homo_energy_ev="-12.96 / -12.92" homo_lumo_gap_ev="9.79 / 4.71" mol_weight_da=261.3 charge=+1 spin_multiplicity=2 de_lowest_ev=0.601
O -0.98205 1.58261 1.48058 0.965 0.537 -0.361
H -1.71433 1.28851 2.01006 -0.483 0.236 0.694
H -0.32689 -2.00522 3.39482 1.017 0.386 0.287
H 1.89677 -0.88902 0.47260 -1.087 0.153 -1.055
H -3.57243 1.99511 -0.72687 -1.040 0.014 -0.767
H -0.06072 -2.47613 -1.93578 -1.553 1.711 0.096
O -1.08202 2.28972 -2.99746 1.422 -1.982 3.146
H 2.82186 -0.15021 -2.86177 0.568 0.470 0.653
H -1.35433 2.06848 -3.83469 -0.965 0.639 -3.038
C 0.49586 0.29609 -0.89152 1.475 -4.124 -1.734
O -2.96008 -0.16685 2.33094 0.002 1.130 0.390
O -2.66683 2.27283 -0.83247 0.547 -0.678 4.188
N -0.76645 -1.18732 -3.39185 -3.921 -0.037 0.210
H 1.13484 -0.09074 -1.83747 -1.911 1.306 1.414
H -1.67242 -2.43296 2.96577 0.366 0.039 -0.547
H 1.91296 -1.17209 3.99620 0.233 -0.112 0.398
H -3.32406 -0.91366 1.88545 -0.522 -0.764 -0.485
O 1.50222 -1.22691 3.13459 0.746 0.469 -0.495
H -1.68586 -1.28332 -3.92226 1.906 -0.335 0.087
H -2.47256 2.16556 0.20533 0.369 0.657 -3.204
H 1.68045 -2.50080 1.76046 -0.502 -0.300 -0.429
O 3.34474 0.49347 -2.34581 0.204 -0.189 -1.812
H -1.74604 0.00566 -0.99534 0.282 0.175 0.436
C -0.82913 -0.58707 -0.88709 1.950 -0.148 -0.524
H -0.40666 -0.27989 -3.53049 1.399 1.328 -0.329
N 1.56743 2.31203 0.72938 1.971 0.420 1.123
H -0.95662 3.18528 -2.74465 -0.281 1.161 -0.576
H -0.31188 2.04697 2.02407 -0.780 -0.473 -0.198
H 3.07198 0.46944 -1.44458 -0.398 -0.288 1.038
H -1.90280 -2.15339 -1.95943 0.963 0.129 -0.330
O -0.83366 -2.09134 2.59635 -1.844 -0.552 -0.047
H 2.02317 -0.54575 2.61242 -0.396 -0.251 0.686
H -0.79226 -1.30168 -0.06599 -0.363 0.485 0.511
H 0.20907 1.30553 -1.01568 0.213 0.868 0.014
C 1.98443 1.01391 0.96693 -1.205 1.887 0.518
H 2.79200 -3.12452 1.01325 -0.348 -0.191 -0.536
C -0.93499 -1.59789 -2.07190 0.810 -2.562 0.651
N 1.49370 0.02109 0.16688 0.004 0.999 0.861
O 1.85885 -2.88468 0.86518 0.813 0.543 0.982
H 2.05424 3.06617 1.22425 -0.120 -0.970 -0.130
H 0.81580 2.64444 0.21375 -1.283 0.002 -1.266
H -2.01190 -0.30528 2.29361 0.449 -0.816 0.162
O 2.70658 0.84380 1.95023 0.327 -0.975 -0.684